1.
{"formula": "C3H3ClN2O", "method": "ωB97M-V with the def2-TZVPD basis set", "species": ["C", "C", "C", "N", "N", "O", "Cl", "H", "H", "H"], "positions_angstrom": [[0.5326, 1.0471, 0.0829], [-0.7777, 0.7274, -0.1806], [0.2332, -1.3113, -0.0605], [1.4385, 1.6424, 0.6025], [-0.8835, -0.6832, -0.0914], [-1.6087, 1.5881, -0.4791], [-2.4701, -1.3353, 0.1513], [1.0602, -1.1567, -0.7996], [0.1170, -2.3063, 0.3067], [2.3585, 1.7877, 0.4678]], "atomic_forces_ev_per_a": [[2.419, 0.818, 0.486], [-1.964, 0.661, 0.064], [3.335, -3.392, -1.098], [-4.490, -0.468, 0.975], [-2.936, 3.817, -0.158], [0.004, -0.993, -0.216], [0.627, 0.007, -0.210], [-1.140, -0.134, 0.513], [0.542, -0.565, 0.577], [3.603, 0.248, -0.933]], "nbo_charge": [0.37, 0.41, -0.25, -0.55, -0.36, -0.57, 0.17, 0.21, 0.19, 0.40], "de_lowest_kcal_mol": 124.1, "e_lumo_ev": [-0.39, -0.52], "multiplicity": 1}


2.
{"formula": "C3H6N4O", "method": "ωB97M-V with the def2-TZVPD basis set", "species": ["C", "N", "N", "C", "O", "N", "C", "N", "H", "H", "H", "H", "H", "H"], "positions_angstrom": [[0.3438, 0.5867, 0.9082], [0.2553, -0.2280, -0.3185], [1.5103, -0.9102, -0.5436], [-1.3823, -1.0036, -0.8659], [1.2033, 1.6847, 0.8035], [-1.6282, -0.3703, -1.8494], [-1.0189, 0.9929, 1.2967], [-2.0659, 1.3408, 1.6115], [0.8696, 2.2986, 0.1362], [0.7581, -0.0354, 1.7081], [1.4978, -1.7606, 0.0162], [1.5211, -1.1842, -1.5218], [-0.1714, 0.2960, -1.2696], [-1.6925, -1.7072, -0.1115]], "atomic_forces_ev_per_a": [[0.546, -0.020, -0.601], [0.092, 1.101, -1.082], [-0.067, 0.375, 0.044], [-1.872, 0.745, -2.027], [-0.034, 0.017, 0.084], [-0.219, -1.393, 1.140], [-0.322, 0.156, 0.019], [0.109, -0.061, 0.003], [-0.033, -0.060, 0.057], [-0.051, 0.016, -0.148], [-0.093, 0.046, -0.144], [-0.047, -0.034, 0.108], [1.735, -0.811, 2.513], [0.255, -0.076, 0.032]], "nbo_charge": [0.15, -0.47, -0.66, 0.12, -0.67, -0.52, 0.22, -0.26, 0.48, 0.22, 0.35, 0.37, 0.46, 0.21], "de_lowest_kcal_mol": 116.5, "e_lumo_ev": 0.56, "multiplicity": 1}


3.
{"formula": "C6H12O", "method": "ωB97M-V with the def2-TZVPD basis set", "species": ["C", "C", "C", "C", "C", "C", "O", "H", "H", "H", "H", "H", "H", "H", "H", "H", "H", "H", "H"], "positions_angstrom": [[1.6063, 1.2182, 0.0206], [0.7465, -0.0291, 0.2092], [1.4403, -1.2619, -0.3759], [-0.6458, 0.2016, -0.4024], [-1.7262, -0.7530, 0.0713], [-1.3764, 1.4365, 0.1793], [-2.4302, 0.1183, 1.0143], [1.0729, 2.0953, 0.4000], [2.5634, 1.1293, 0.5473], [1.8242, 1.3780, -1.0441], [0.6095, -0.1843, 1.2924], [2.4113, -1.4306, 0.1053], [1.6275, -1.1243, -1.4491], [0.8491, -2.1788, -0.2573], [-0.5519, 0.2196, -1.4993], [-2.4686, -0.9798, -0.6963], [-1.4115, -1.6821, 0.5629], [-2.1827, 1.6836, -0.5367], [-1.9576, 0.1435, 1.8586]], "atomic_forces_ev_per_a": [[0.022, 0.056, -0.004], [-0.021, -0.001, 0.038], [-0.005, -0.053, -0.022], [0.079, 0.016, 0.048], [0.018, -0.181, -0.127], [-0.070, -0.091, -0.243], [0.066, 0.067, 0.190], [0.123, -0.099, -0.052], [-0.141, 0.000, -0.081], [-0.040, -0.032, 0.134], [0.001, 0.034, -0.117], [-0.168, 0.031, -0.065], [-0.055, -0.001, 0.150], [0.051, 0.150, 0.000], [-0.035, 0.008, 0.152], [0.126, -0.001, 0.103], [0.010, 0.151, -0.091], [0.125, 0.001, 0.138], [-0.084, -0.055, -0.152]], "nbo_charge": [-0.61, -0.21, -0.61, -0.37, -0.05, -0.17, -0.62, 0.24, 0.21, 0.20, 0.18, 0.21, 0.20, 0.20, 0.20, 0.20, 0.18, 0.11, 0.50], "de_lowest_kcal_mol": 101.8, "e_lumo_ev": 0.68, "multiplicity": 1}


4.
{"formula": "C5H10N3", "method": "ωB97M-V with the def2-TZVPD basis set", "species": ["C", "C", "C", "C", "C", "N", "N", "N", "H", "H", "H", "H", "H", "H", "H", "H", "H", "H"], "positions_angstrom": [[-0.2133, 2.1885, 0.6417], [-0.6125, 1.2865, -0.4175], [1.6324, -1.6413, -0.2935], [0.3077, 1.7502, 1.7330], [-1.2953, -1.1231, -0.9414], [1.2843, -2.4357, -1.0849], [1.6160, -0.5703, 0.4129], [-0.6374, -0.0327, -0.1765], [-0.4150, 3.3297, 0.3814], [-1.0635, 1.4354, -1.3822], [0.6945, 2.4999, 2.4065], [0.5093, 0.8242, 2.1680], [-0.9908, -1.0120, -2.0556], [-1.0566, -2.0761, -0.5006], [-2.4368, -1.0732, -0.9885], [0.5262, -2.7899, -1.6264], [2.4091, -0.2495, 0.9535], [-0.2583, -0.3108, 0.7700]], "atomic_forces_ev_per_a": [[-1.719, 2.968, -4.128], [-1.341, -4.721, 0.650], [-0.972, 3.197, 1.107], [1.567, 1.856, 2.909], [-1.157, 1.376, -2.426], [0.638, -0.677, -0.105], [1.957, -2.578, -0.529], [-1.229, 2.091, 1.381], [0.840, -2.598, 0.854], [0.204, 1.228, -0.321], [-0.192, 0.357, 0.242], [-0.096, -1.827, -0.202], [-0.238, -0.509, 1.895], [0.230, -0.034, 0.016], [1.493, 0.429, 0.557], [0.398, -0.406, -0.126], [0.195, -0.402, -0.154], [-0.578, 0.251, -1.619]], "nbo_charge": [-0.31, 0.25, 0.72, -0.24, -0.45, -0.67, -0.89, -0.43, 0.27, 0.23, 0.23, 0.22, 0.24, 0.24, 0.25, 0.45, 0.42, 0.46], "de_lowest_kcal_mol": 104.1, "charge": 1, "e_lumo_ev": -5.12, "multiplicity": 1}


5.
{"formula": "CH6N2O2", "method": "ωB97M-V with the def2-TZVPD basis set", "species": ["N", "C", "N", "O", "H", "H", "H", "H", "O", "H", "H"], "positions_angstrom": [[-0.7691, 0.2117, 0.1103], [0.2158, 0.0923, 1.0341], [-0.1729, -0.6711, 2.1254], [1.3249, 0.3861, 0.5652], [-1.8085, 0.0349, 0.3052], [-0.4895, 0.4886, -0.7521], [-1.1497, -0.7439, 2.1885], [0.4170, -0.4662, 3.0423], [1.0040, 0.3804, -3.2609], [0.7925, 0.7969, -2.4261], [0.6354, -0.5095, -2.9320]], "atomic_forces_ev_per_a": [[-4.896, -1.039, 3.104], [1.149, -1.259, -2.843], [3.999, 1.737, 2.427], [-0.283, -0.078, 2.514], [2.469, 0.488, -0.597], [0.602, 1.022, -2.690], [-1.155, -0.109, 0.755], [-2.038, -0.758, -2.668], [-1.399, -2.552, 1.257], [0.508, 1.264, 0.267], [1.044, 1.285, -1.527]], "nbo_charge": [-0.83, 0.76, -0.83, -0.65, 0.38, 0.38, 0.38, 0.41, -0.91, 0.46, 0.46], "smiles": "NC(N)=O.O", "de_lowest_kcal_mol": 36.5, "e_lumo_ev": 0.44, "multiplicity": 1}